Entry i
Here is a structure of composition C2H4N2S3 from the OMol25 dataset. Energies are from the ωB97M-V functional and the def2-TZVPD basis.

## Properties
HOMO-LUMO gap	9.412	eV

Last column: natural (NBO) charge in e.
CARTESIAN COORDINATES (ANGSTROEM)
C1 -0.312 1.254 -0.500  -0.6037
C2 0.191 -0.427 0.235  -0.1620
N1 -0.718 -0.521 1.280  -0.2122
N2 -1.535 0.331 1.564  -0.2363
S1 -1.651 1.674 0.624  0.4540
S2 -0.070 -1.740 -1.015  0.0232
S3 1.899 -0.505 0.812  0.0200
H1 0.526 1.835 -0.502  0.2094
H2 -0.571 1.016 -1.628  0.2329
H3 0.397 -1.070 -2.023  0.1213
H4 1.843 -1.849 1.154  0.1534

---

Entry ii
Here is a cluster of 2 separate species, C2H4N2S3 in total from the OMol25 dataset. Energies are from the ωB97M-V functional and the def2-TZVPD basis.

## Properties
HOMO-LUMO gap	8.425	eV

Last column: natural (NBO) charge in e.
CARTESIAN COORDINATES (ANGSTROEM)
C1 -1.315 1.941 0.147  0.1163
C2 -1.610 -0.385 -0.046  -0.6803
N1 0.676 0.730 0.268  -0.5439
N2 -0.161 1.672 0.247  -0.0902
S1 -0.057 -0.747 -0.001  0.6994
S2 -2.803 -1.615 0.008  0.1209
S3 3.568 -1.524 0.013  -0.2848
H1 -2.286 2.305 0.238  0.2531
H2 3.695 -0.410 -0.618  0.1516
H3 -3.887 -0.941 -0.408  0.1202
H4 2.633 -2.243 -0.492  0.1378

---

Which of them is the least stable? Correct choice: entry ii.

---

Entry i
Here is a cluster of 4 separate species, C2H12N2O4 in total from the OMol25 dataset. Energies are from the ωB97M-V functional and the def2-TZVPD basis.

## Properties
HOMO-LUMO gap	10.055	eV

Last column: natural (NBO) charge in e.
CARTESIAN COORDINATES (ANGSTROEM)
N1 -0.510 0.080 -2.090  -0.8395
C1 -1.192 0.964 -1.120  -0.0630
N2 -0.410 1.273 0.085  -0.6369
C2 -1.147 1.425 1.205  0.5405
O1 -2.327 1.158 1.314  -0.6239
H1 0.370 0.598 -2.264  0.3521
H2 -0.973 0.047 -2.991  0.3805
H3 -2.195 0.474 -1.027  0.2255
H4 -1.383 1.909 -1.660  0.1559
H5 0.585 1.435 0.039  0.4358
H6 -0.353 1.730 2.030  0.1140
O2 1.262 -1.745 1.935  -0.9376
H7 1.352 -1.676 2.909  0.4731
H8 0.263 -1.909 1.800  0.5107
O3 1.924 0.523 1.021  -0.9943
H9 1.937 -0.381 1.445  0.5062
H10 2.159 0.279 0.090  0.4584
O4 0.473 -2.025 -0.652  -1.0114
H11 -0.082 -1.303 -1.137  0.4948
H12 0.250 -2.856 -0.930  0.4593

---

Entry ii
Here is a cluster of 4 separate species, C2H12N2O4 in total from the OMol25 dataset. Energies are from the ωB97M-V functional and the def2-TZVPD basis.

## Properties
HOMO-LUMO gap	10.490	eV

Last column: natural (NBO) charge in e.
CARTESIAN COORDINATES (ANGSTROEM)
C1 1.558 0.595 1.729  -0.4208
N1 0.682 1.216 0.733  -0.6758
C2 -0.742 1.102 0.962  0.8141
N2 -1.419 2.082 0.248  -0.8549
O1 -1.312 0.203 1.483  -0.6345
H1 0.980 0.214 2.557  0.2241
H2 2.298 1.417 2.161  0.1947
H3 2.149 -0.274 1.397  0.1991
H4 1.005 1.803 0.044  0.3894
H5 -1.006 2.812 -0.318  0.3920
H6 -2.292 2.341 0.661  0.3994
O2 -1.317 -1.930 0.232  -0.9696
H7 -1.271 -2.818 0.784  0.4779
H8 -1.016 -1.216 0.700  0.4846
O3 -0.980 -2.377 -2.396  -0.9932
H9 -1.123 -2.588 -1.445  0.5039
H10 -1.463 -1.617 -2.701  0.4705
O4 1.864 -0.082 -2.535  -0.9547
H11 1.416 0.141 -1.701  0.4706
H12 1.989 -1.025 -2.595  0.4833

---

Which of them is the least stable? Correct choice: entry i.